[1]
ORCA calculation (wB97M-V/def2-TZVPD) on a cluster of 2 separate species, C17H34F9NO4PS in total in a non-equilibrium geometry.

```
67
C17H34F9NO4PS (wB97M-V/def2-TZVPD)
O 3.549 -3.068 -5.181
P 3.839 -2.599 -3.748
O 5.323 -1.772 -3.630
O 3.918 -3.973 -2.748
O 2.579 -1.617 -3.129
C 2.817 -0.216 -3.431
C 1.447 0.625 -3.537
C 0.339 -0.179 -4.413
C -1.096 -0.225 -3.729
C -1.232 -1.202 -2.491
F -0.004 -1.448 -1.823
F -1.959 -0.434 -1.508
C -2.123 -2.490 -2.693
F -3.425 -2.062 -3.017
F -2.256 -3.101 -1.428
S -1.605 -3.747 -3.954
F -1.363 -4.865 -2.725
F -3.192 -4.295 -4.004
F -1.951 -2.783 -5.243
F -0.011 -3.353 -3.914
F -1.233 -4.947 -5.023
H 5.437 -1.233 -4.445
H 3.090 -4.490 -2.852
H 3.483 -0.056 -4.348
H 3.404 0.212 -2.542
H 1.716 1.582 -4.072
H 0.976 0.775 -2.517
H 0.212 0.462 -5.356
H 0.738 -1.172 -4.775
H -1.291 0.842 -3.357
H -1.898 -0.384 -4.530
C 0.972 3.754 4.799
C -0.401 3.098 4.729
C -0.369 1.584 4.937
C 0.273 0.710 3.868
N -0.423 0.612 2.506
C -0.009 1.713 1.539
C 1.396 1.348 1.083
C 1.493 -0.168 1.192
C 0.167 -0.626 1.777
C -1.937 0.386 2.607
C -2.812 1.647 2.633
C -3.744 1.720 3.841
H 1.658 3.336 4.058
H 0.885 4.825 4.608
H 1.412 3.627 5.790
H -0.880 3.370 3.789
H -1.026 3.535 5.515
H -1.373 1.215 5.148
H 0.185 1.399 5.865
H 0.288 -0.310 4.259
H 1.310 1.002 3.695
H -0.708 1.686 0.699
H -0.045 2.684 2.026
H 2.146 1.815 1.727
H 1.591 1.702 0.069
H 2.323 -0.454 1.842
H 1.670 -0.636 0.222
H 0.246 -1.460 2.474
H -0.512 -0.892 0.965
H -2.102 -0.274 3.462
H -2.223 -0.172 1.715
H -3.455 1.611 1.746
H -2.252 2.576 2.538
H -4.200 0.751 4.053
H -4.548 2.436 3.651
H -3.223 2.060 4.737
```

Summary:
* HOMO: -12.60 eV
* net charge: +1
* HOMO-LUMO gap: 0.3573 Eh

=====

[2]
ORCA calculation (wB97M-V/def2-TZVPD) on a structure of composition C17H34IrN3O2Se2Si in a non-equilibrium geometry.

```
60
C17H34IrN3O2Se2Si (wB97M-V/def2-TZVPD)
Ir 0.286 -0.146 -0.006
O 2.045 -2.253 -2.110
C 3.368 -2.673 -1.924
C 3.602 -2.870 -0.423
C 4.964 -3.587 -0.249
O 5.281 -3.874 1.086
C 3.672 -1.536 0.330
Se 2.700 0.031 -0.394
C 2.534 -3.787 0.160
Se 0.705 -3.085 0.243
H 1.856 -2.112 -3.043
H 4.076 -1.924 -2.311
H 3.550 -3.626 -2.445
H 5.750 -2.968 -0.712
H 4.935 -4.555 -0.758
H 5.357 -3.045 1.572
H 4.711 -1.191 0.365
H 3.306 -1.669 1.349
H 2.818 -4.040 1.185
H 2.486 -4.710 -0.422
N 0.361 2.300 -0.954
C 0.384 3.456 -0.058
C -0.949 3.655 0.660
C -1.236 2.592 1.717
N -1.423 1.269 1.125
H 1.268 2.228 -1.415
H -0.337 2.444 -1.681
H 0.629 4.384 -0.600
H 1.168 3.281 0.681
H -1.759 3.657 -0.077
H -0.937 4.632 1.150
H -2.129 2.903 2.284
H -0.399 2.536 2.420
H -2.126 1.320 0.391
H -1.793 0.633 1.826
C -0.855 -1.340 -2.844
Si -2.350 -1.336 -1.651
C -3.183 0.365 -1.994
C -3.572 -2.708 -2.173
N -1.692 -1.303 -0.062
C -1.975 -1.958 1.080
C -1.180 -1.694 2.226
C -1.399 -2.320 3.432
C -2.408 -3.261 3.552
C -3.189 -3.558 2.443
C -2.993 -2.921 1.239
H -1.106 -0.929 -3.816
H -0.461 -2.340 -2.989
H -0.055 -0.729 -2.412
H -3.560 0.404 -3.012
H -2.460 1.169 -1.894
H -4.017 0.570 -1.330
H -3.750 -2.674 -3.243
H -4.535 -2.608 -1.681
H -3.172 -3.690 -1.938
H -0.359 -0.981 2.129
H -0.771 -2.083 4.280
H -2.564 -3.775 4.487
H -3.964 -4.306 2.530
H -3.616 -3.164 0.398
```

Summary:
* HOMO (alpha / beta): -6.38 / -6.42 eV
* net charge: 0
* HOMO-LUMO gap (alpha / beta): 0.1873 / 0.2075 Eh

=====

[3]
ORCA calculation (wB97M-V/def2-TZVPD) on the ion C17H34N with charge +1 in a non-equilibrium geometry.

```
52
C17H34N (wB97M-V/def2-TZVPD)
C -6.789 2.458 -0.790
C -5.913 1.643 -0.775
C -4.840 0.667 -0.776
N -4.770 -0.104 0.501
C -6.064 -0.777 0.727
C -4.515 0.823 1.618
C -3.707 -1.151 0.422
C -2.284 -0.663 0.168
C -1.324 -1.859 0.177
C 0.133 -1.435 -0.016
C 0.428 -0.893 -1.414
C 1.922 -0.675 -1.658
C 2.504 0.471 -0.833
C 3.961 0.777 -1.185
C 4.953 -0.266 -0.662
C 5.182 -0.198 0.855
C 6.494 0.483 1.249
C 6.547 1.961 0.882
H -7.555 3.176 -0.819
H -3.892 1.190 -0.926
H -4.991 -0.034 -1.602
H -6.271 -1.479 -0.079
H -6.864 -0.039 0.759
H -6.045 -1.321 1.669
H -3.596 1.379 1.451
H -5.336 1.534 1.697
H -4.431 0.271 2.552
H -3.726 -1.701 1.367
H -3.986 -1.846 -0.374
H -2.207 -0.172 -0.802
H -1.961 0.034 0.941
H -1.602 -2.558 -0.613
H -1.415 -2.381 1.132
H 0.391 -0.687 0.735
H 0.765 -2.307 0.157
H 0.054 -1.606 -2.152
H -0.090 0.056 -1.571
H 2.456 -1.601 -1.438
H 2.071 -0.453 -2.717
H 1.906 1.369 -1.014
H 2.434 0.234 0.230
H 4.223 1.753 -0.774
H 4.052 0.843 -2.271
H 4.595 -1.259 -0.936
H 5.908 -0.125 -1.170
H 5.196 -1.211 1.264
H 4.356 0.333 1.332
H 6.624 0.383 2.329
H 7.326 -0.038 0.770
H 7.473 2.404 1.244
H 5.715 2.497 1.334
H 6.507 2.098 -0.195
```

Summary:
* HOMO: -12.42 eV
* net charge: +1
* SMILES: C#CC[N+](C)(C)CCCCCCCCCCCC
* HOMO-LUMO gap: 0.3652 Eh

=====

[4]
ORCA calculation (wB97M-V/def2-TZVPD) on a cluster of 4 separate species, C17H34NO8S3 in total in a non-equilibrium geometry.

```
63
C17H34NO8S3 (wB97M-V/def2-TZVPD)
C -3.916 -5.160 5.629
C -4.953 -4.092 4.877
C -5.153 -4.579 3.321
N -4.501 -3.567 2.406
C -3.175 -4.038 1.852
C -6.725 -4.711 2.843
O -6.967 -5.077 1.559
O -7.898 -4.419 3.702
H -3.187 -5.688 4.847
H -3.291 -4.578 6.436
H -4.567 -5.965 6.220
H -5.952 -4.102 5.514
H -4.467 -3.034 5.006
H -4.684 -5.649 3.233
H -4.369 -2.639 2.864
H -2.255 -3.459 2.344
H -2.950 -5.177 1.998
H -3.155 -3.785 0.685
C 0.260 -3.431 -1.517
C -0.892 -2.602 -2.082
C -1.371 -1.667 -0.973
S 0.043 -1.372 0.079
O -0.221 -1.952 1.379
O 0.481 -0.001 -0.084
C 1.167 -2.442 -0.799
H 0.797 -3.969 -2.303
H -0.129 -4.168 -0.805
H -0.533 -2.011 -2.933
H -1.708 -3.236 -2.443
H -1.729 -0.716 -1.375
H -2.153 -2.133 -0.366
H 1.853 -2.919 -0.097
H 1.724 -1.828 -1.513
C 2.274 4.952 1.486
C 1.577 3.612 1.255
C 2.557 2.709 0.506
S 4.193 3.256 0.968
O 4.846 3.799 -0.205
O 4.815 2.248 1.804
C 3.665 4.610 1.999
H 1.726 5.577 2.198
H 2.346 5.499 0.539
H 1.325 3.160 2.222
H 0.644 3.732 0.695
H 2.431 1.660 0.786
H 2.455 2.820 -0.577
H 4.369 5.440 1.916
H 3.627 4.250 3.031
C 3.607 4.371 -3.731
C 3.980 3.612 -5.004
C 2.817 2.679 -5.339
S 1.350 3.452 -4.673
O 0.831 2.616 -3.611
O 0.521 3.921 -5.766
C 2.178 4.849 -3.940
H 4.287 5.207 -3.543
H 3.655 3.695 -2.869
H 4.129 4.325 -5.823
H 4.913 3.052 -4.882
H 2.703 2.551 -6.418
H 2.935 1.704 -4.858
H 1.680 5.133 -3.011
H 2.139 5.675 -4.656
```

Summary:
* HOMO: -3.65 eV
* net charge: -1
* HOMO-LUMO gap: 0.1940 Eh